1.
Formula: C6H6N4S
Source: the Open Molecules 2025 dataset
Level of theory: ωB97M-V/def2-TZVPD

M = 166.2 g/mol
energy above the lowest of the compared OMol25 structures with the same formula, charge and spin = 140.4 kcal per mole
Kohn-Sham gap (spin up / spin down) = 0.2672 / 0.2977 hartree
multiplicity = 1

Element x y z (Å)
1 S 1.650 -2.882 1.267
2 N -1.091 -2.711 -2.584
3 N 0.755 -0.335 0.914
4 N -0.814 0.352 -0.831
5 N -1.764 -0.626 -2.639
6 C 1.477 0.018 2.144
7 C -0.934 -0.776 -1.557
8 C 0.928 -1.597 0.669
9 C -1.822 -1.826 -3.173
10 C -0.021 0.568 0.133
11 C -0.598 -2.115 -1.507
12 H -2.050 0.203 -3.149
13 H -2.388 -2.198 -3.952
14 H 1.684 1.152 1.980
15 H 0.036 1.637 0.586
16 H 2.380 -0.536 2.317
17 H 0.787 -0.081 2.914

2.
Formula: C39H41N4O2PRu
Source: the Open Molecules 2025 dataset
Level of theory: ωB97M-V/def2-TZVPD

M = 729.8 g/mol
Kohn-Sham gap (spin up / spin down) = 0.2982 / 0.2441 hartree
multiplicity = 6
charge = +1

Element x y z (Å)
1 Ru -0.149 0.635 0.685
2 P 0.775 -1.722 -0.701
3 O -0.867 0.250 2.540
4 O -2.068 1.510 0.327
5 N 0.293 1.666 -1.313
6 N -0.142 2.801 1.722
7 N 2.196 1.173 1.346
8 N -1.882 -1.155 0.473
9 C 1.578 -1.619 -2.341
10 C -3.186 -3.743 -1.849
11 C -2.704 1.712 -0.790
12 C 2.093 3.756 1.731
13 C 1.661 1.733 -1.885
14 C 2.660 -1.098 -4.871
15 C -1.957 2.277 3.241
16 C 2.510 2.357 2.188
17 C -2.575 0.129 4.140
18 C -1.998 -4.219 -2.399
19 C -4.116 1.785 -0.770
20 C -3.764 2.105 4.851
21 C 0.693 3.827 1.127
22 C 1.381 -4.864 1.846
23 C 3.552 -3.950 1.415
24 C -0.632 1.881 -2.188
25 C -2.055 1.875 -2.034
26 C 1.613 -2.998 0.319
27 C 3.481 -1.489 -3.825
28 C -1.770 0.885 3.280
29 C -1.947 -2.162 -0.534
30 C -1.104 3.162 2.474
31 C 2.987 -3.007 0.567
32 C -3.554 0.725 4.907
33 C 0.817 -3.933 0.986
34 C -2.960 2.861 4.029
35 C -4.831 1.993 -1.923
36 C -3.163 -2.726 -0.913
37 C 2.751 -4.883 2.054
38 C 1.295 -0.961 -4.654
39 C 2.416 0.003 2.221
40 C -2.823 2.096 -3.202
41 C 3.082 1.068 0.175
42 C 2.947 -1.740 -2.568
43 C 2.796 2.076 -0.933
44 C 0.760 -1.217 -3.402
45 C -0.766 -2.577 -1.134
46 C -4.189 2.148 -3.164
47 C -0.797 -3.638 -2.043
48 H 4.622 -3.946 1.578
49 H -4.536 2.569 5.448
50 H 3.693 2.131 -1.555
51 H 0.125 -3.989 -2.489
52 H -2.302 2.224 -4.144
53 H -5.911 2.045 -1.872
54 H 3.640 -2.263 0.134
55 H -4.762 2.317 -4.064
56 H 1.733 0.053 3.067
57 H -1.591 -1.526 1.375
58 H 3.079 -0.903 -5.849
59 H -0.252 -3.959 0.821
60 H 3.624 -2.035 -1.782
61 H 4.125 1.171 0.506
62 H 2.235 -0.922 1.681
63 H 1.887 0.775 -2.349
64 H 2.821 4.201 1.051
65 H 0.642 -0.658 -5.462
66 H -0.305 -1.089 -3.251
67 H -4.132 -4.182 -2.137
68 H 0.743 -5.581 2.346
69 H 1.664 2.473 -2.689
70 H -2.407 -0.941 4.180
71 H -3.093 3.936 3.979
72 H 3.448 -0.021 2.594
73 H 0.269 4.823 1.287
74 H 2.023 2.167 3.142
75 H -2.768 -0.684 0.617
76 H -4.082 -2.376 -0.458
77 H 3.191 -5.616 2.717
78 H 3.592 2.350 2.372
79 H -4.604 1.682 0.191
80 H -1.296 4.233 2.607
81 H 0.721 3.657 0.051
82 H -2.015 -5.033 -3.111
83 H -4.160 0.115 5.565
84 H 2.664 3.072 -0.521
85 H 2.117 4.369 2.634
86 H 4.546 -1.600 -3.982
87 H -0.301 2.114 -3.206
88 H 2.977 0.057 -0.226

3.
Formula: C4H6N2O
Source: the Open Molecules 2025 dataset
Level of theory: ωB97M-V/def2-TZVPD

M = 98.1 g/mol
energy above the lowest of the compared OMol25 structures with the same formula, charge and spin = 96.0 kcal per mole
structure (SMILES) = O=C=NC[C@H]1C=N1.[H][H]
Kohn-Sham gap = 0.3983 hartree
multiplicity = 1

Element x y z (Å)
1 O 0.531 -1.541 2.397
2 N 0.722 -1.262 -0.455
3 N -0.587 0.273 1.335
4 C -0.001 -0.705 1.776
5 C 1.077 -0.270 -1.136
6 C -0.355 -0.366 -1.021
7 C -1.191 0.380 0.027
8 H -1.330 1.438 -0.229
9 H 1.983 0.156 -1.548
10 H 1.340 1.421 0.022
11 H -2.186 -0.074 0.075
12 H 0.908 1.324 0.621
13 H -0.910 -0.775 -1.863

4.
Formula: C3H8N3O
Source: the Open Molecules 2025 dataset
Level of theory: ωB97M-V/def2-TZVPD

M = 102.1 g/mol
energy above the lowest of the compared OMol25 structures with the same formula, charge and spin = 64.4 kcal per mole
structure (SMILES) = [NH2+]=C/[NH+]=C\NC[O-]
Kohn-Sham gap (spin up / spin down) = 0.3239 / 0.3239 hartree
multiplicity = 1
charge = +1

Element x y z (Å)
1 O -0.329 -1.479 -0.572
2 N -1.552 0.393 0.291
3 N 2.402 -0.420 0.095
4 N 0.590 1.015 -0.381
5 C -0.720 1.262 -0.234
6 C 1.137 -0.081 0.242
7 C -1.431 -1.241 0.029
8 H 2.708 -0.186 -0.919
9 H 0.620 -0.266 1.235
10 H -1.589 -1.635 0.990
11 H -2.409 -1.420 -0.548
12 H -1.009 2.353 -0.315
13 H -2.464 0.897 0.367
14 H 0.982 1.604 -1.071
15 H 3.064 -0.795 0.791

5.
Formula: C3H5N5
Source: the Open Molecules 2025 dataset
Level of theory: ωB97M-V/def2-TZVPD

M = 111.1 g/mol
energy above the lowest of the compared OMol25 structures with the same formula, charge and spin = 126.3 kcal per mole
structure (SMILES) = N/N=C\n1nccn1
Kohn-Sham gap = 0.3534 hartree
multiplicity = 1

Element x y z (Å)
1 N 1.472 -2.242 -0.359
2 N -0.661 -0.218 0.828
3 N 2.128 -0.812 -0.442
4 N -0.121 0.232 -0.409
5 N -0.647 1.318 -0.959
6 C -1.702 1.566 -0.083
7 C -1.715 0.477 0.917
8 C 1.335 0.235 -0.679
9 H -2.249 2.375 -0.107
10 H 0.500 -2.138 -0.013
11 H 2.293 -2.664 0.239
12 H 1.800 1.436 -0.834
13 H -2.433 0.435 1.902

6.
Formula: C42H107N7O14
Source: the Open Molecules 2025 dataset
Level of theory: ωB97M-V/def2-TZVPD

M = 934.4 g/mol
structure (SMILES) = COC[C@H](C)N.COCCNCCOC.COCCNCCOC.COCCNCCOC.COCCNCCOC.COCCNCCOC.COCCNCCOC.CCO
Kohn-Sham gap = 0.3161 hartree
multiplicity = 1

Element x y z (Å)
1 O 2.104 -5.204 5.881
2 O 2.857 4.084 3.703
3 O 6.240 -5.226 0.931
4 O 1.298 8.905 -4.911
5 O -8.660 -4.065 0.238
6 O -2.179 -11.048 -3.186
7 O -0.871 -7.174 1.037
8 O -4.853 0.964 6.656
9 O 5.035 4.428 -3.173
10 O -7.817 0.485 -1.945
11 O -1.298 6.662 -1.148
12 O -0.532 -0.110 -1.997
13 O 4.352 -0.116 -5.278
14 O 6.299 8.408 1.379
15 N -5.934 -1.523 -0.575
16 N -1.111 -8.804 -1.833
17 N -4.048 -0.758 4.121
18 N 3.035 2.046 -3.642
19 N 5.387 5.314 3.048
20 N -0.591 9.113 -2.384
21 N 4.230 -5.447 3.454
22 C 5.492 8.756 0.212
23 C 5.042 -6.429 2.735
24 C 0.771 10.002 -4.225
25 C -7.275 -2.099 -0.307
26 C -1.598 7.860 -0.482
27 C -0.016 -8.735 -0.822
28 C 3.579 3.542 2.661
29 C -1.032 5.598 -0.286
30 C -7.455 -3.604 -0.392
31 C 1.116 -4.423 6.352
32 C -5.886 1.755 6.160
33 C 3.054 2.013 -5.108
34 C -0.363 -1.417 -1.380
35 C -5.242 -0.964 4.911
36 C -0.345 -8.527 0.678
37 C -6.459 0.616 -1.787
38 C 4.291 -5.505 4.956
39 C 5.659 6.734 2.788
40 C -0.583 -9.256 -3.099
41 C -3.207 -11.728 -4.018
42 C -5.959 -0.041 -0.516
43 C -0.650 9.742 -3.687
44 C 4.556 4.724 2.043
45 C -1.795 8.858 -1.688
46 C 3.318 -4.546 5.650
47 C 2.719 8.981 -5.049
48 C 5.167 -6.121 1.213
49 C 6.148 4.765 -4.058
50 C -5.620 -2.497 4.859
51 C 1.971 3.279 4.464
52 C 3.646 4.569 -3.739
53 C -1.647 -9.895 -3.897
54 C 3.070 0.446 -5.517
55 C 0.509 -1.305 -0.088
56 C 2.745 3.410 -3.142
57 C 6.004 -3.857 1.318
58 C -8.571 -5.304 0.906
59 C 6.564 7.017 1.623
60 C 5.331 0.191 -6.233
61 C -8.580 1.270 -0.993
62 C -5.014 -0.532 6.348
63 C -2.256 -6.998 0.651
64 H -3.425 -12.724 -3.632
65 H 3.854 -4.240 6.548
66 H 0.360 0.177 -2.204
67 H -2.451 -7.303 -0.377
68 H 0.633 -4.011 5.466
69 H 2.336 -0.109 -4.932
70 H -7.626 -1.768 0.670
71 H 3.650 4.560 -4.829
72 H -2.376 -9.117 -4.124
73 H 4.837 5.274 3.894
74 H 5.339 -5.320 5.192
75 H 5.034 9.744 0.271
76 H 0.604 -8.419 1.204
77 H -1.920 5.079 0.076
78 H 3.048 -3.685 5.037
79 H -8.388 1.116 0.069
80 H 6.083 8.705 -0.702
81 H 3.929 1.745 -3.281
82 H 0.522 -2.249 0.456
83 H -2.660 -12.020 -4.914
84 H -6.466 -2.820 5.466
85 H -5.864 -0.999 6.846
86 H 1.451 -1.042 -0.569
87 H -2.073 9.871 -1.399
88 H 3.283 -5.326 3.125
89 H 4.136 -6.492 5.393
90 H 3.027 9.847 -5.635
91 H 5.403 -7.045 0.686
92 H -0.417 5.853 0.577
93 H 5.011 -3.562 0.979
94 H -0.110 8.242 -2.556
95 H 1.475 3.893 5.215
96 H 0.419 -5.083 6.867
97 H 4.189 -5.861 0.807
98 H -3.972 -1.113 3.179
99 H -1.295 9.267 -4.426
100 H -9.492 -5.605 1.406
101 H 6.671 -3.148 0.829
102 H -6.034 0.171 -2.687
103 H 2.837 3.083 2.007
104 H 0.675 -7.912 -1.003
105 H -3.858 0.232 4.060
106 H 5.905 5.780 -4.372
107 H 6.114 -3.694 2.390
108 H 2.902 8.151 -5.732
109 H -6.507 -4.038 -0.075
110 H -4.779 -3.153 5.083
111 H -7.711 -5.539 1.532
112 H 4.725 7.295 2.812
113 H 0.772 10.838 -4.924
114 H -0.752 8.261 0.076
115 H 2.118 2.396 -5.516
116 H -1.324 -1.901 -1.206
117 H -4.964 0.364 -0.334
118 H -2.452 7.835 0.196
119 H 0.078 -0.531 0.547
120 H 2.823 0.409 -6.578
121 H 5.143 4.471 1.160
122 H 4.774 7.936 0.205
123 H -4.085 -11.091 -4.122
124 H -2.649 -5.986 0.560
125 H 7.592 6.751 1.868
126 H -6.438 0.471 0.319
127 H 3.947 2.578 -5.374
128 H 0.281 -9.918 -3.043
129 H 2.845 3.324 -2.060
130 H -8.467 2.334 -1.200
131 H 0.578 -9.641 -0.942
132 H 1.267 10.181 -3.271
133 H -4.106 -1.089 6.578
134 H 0.161 -2.062 -2.085
135 H -8.009 -1.724 -1.019
136 H -1.166 -10.165 -4.837
137 H -1.941 -9.304 -1.548
138 H 7.137 4.900 -3.620
139 H -5.774 -2.679 3.795
140 H -5.786 2.791 6.481
141 H -2.569 8.531 -2.382
142 H 2.468 2.431 4.935
143 H -2.726 -7.680 1.360
144 H 3.078 8.946 -4.021
145 H 1.510 -3.690 7.056
146 H -6.840 1.330 6.475
147 H 5.284 1.232 -6.550
148 H 6.223 4.122 -4.935
149 H -5.890 1.593 5.082
150 H 3.848 5.446 1.635
151 H 3.233 5.530 -3.433
152 H 1.017 2.933 4.065
153 H -0.165 -8.497 -3.760
154 H 4.213 2.753 3.066
155 H -5.579 -1.900 -1.442
156 H 6.298 6.382 0.778
157 H -9.648 1.054 -0.979
158 H 6.064 -6.382 3.113
159 H 6.190 -0.144 -5.651
160 H 1.669 3.442 -3.314
161 H 5.156 -0.512 -7.048
162 H -6.284 1.691 -1.748
163 H -7.337 -3.940 -1.422
164 H -0.912 10.794 -3.577
165 H 4.606 -7.422 2.837
166 H -0.440 4.911 -0.891
167 H 6.101 7.055 3.731
168 H -0.932 -9.350 1.087
169 H -6.105 -0.367 4.616
170 H -8.305 -6.019 0.128

Number 1: E_tot -849.25478 Eh. Number 2: E_tot -2316.24896 Eh. Number 3: E_tot -340.64197 Eh. Number 4: E_tot -358.29379 Eh. Number 5: E_tot -390.91706 Eh. Number 6: E_tot -3100.48294 Eh.